{
  "formula": "C2H12N4",
  "method": "wB97M-V/def2-TZVPD",
  "largest_force_ev_per_a": 0.913,
  "smiles": "NCN.NCN",
  "de_lowest_kj_mol": 55.8,
  "lumo_ev": 1.0,
  "species": ["N", "C", "N", "H", "H", "H", "H", "H", "H", "N", "C", "N", "H", "H", "H", "H", "H", "H"],
  "xyz": [[-0.095036, -0.372959, -1.723997], [-1.302039, 0.404009, -1.445020], [-2.450938, -0.474191, -1.284358], [-0.324636, -1.261578, -2.147515], [0.470830, 0.159559, -2.376659], [-1.130419, 0.989183, -0.536230], [-1.539596, 1.109879, -2.236034], [-2.647501, -0.737433, -0.330613], [-3.293908, -0.097013, -1.691641], [0.322693, 0.669268, 2.016252], [1.693792, 0.563475, 1.499187], [1.968349, -0.778812, 0.956819], [-0.026739, 1.611673, 1.906083], [-0.277328, -0.063769, 1.671128], [1.834842, 1.302912, 0.716199], [2.380445, 0.832230, 2.311125], [2.773590, -1.148370, 1.446320], [1.185920, -1.358188, 1.249566]],
  "forces_ev_per_angstrom": [[0.0146, 0.4845, -0.0554], [-0.3140, -0.3503, 0.3539], [-0.0908, -0.1691, -0.1755], [-0.2100, 0.0670, -0.1137], [0.2218, -0.2981, 0.1267], [0.0863, 0.0804, -0.0068], [-0.0104, 0.1258, -0.2515], [0.1095, 0.0682, 0.0539], [0.0707, 0.0248, 0.0378], [0.7777, -0.1011, 0.4676], [-0.3030, 0.0809, -0.0070], [-0.1678, 0.4068, 0.7613], [-0.3842, -0.3880, -0.1563], [-0.2263, 0.4090, -0.3048], [0.1347, 0.1147, -0.3436], [0.0649, -0.1866, -0.0722], [0.0294, -0.1543, -0.0521], [0.1968, -0.2145, -0.2624]],
  "nbo_charge": [-0.85, -0.05, -0.86, 0.37, 0.35, 0.15, 0.15, 0.36, 0.37, -0.87, -0.04, -0.81, 0.37, 0.36, 0.14, 0.15, 0.35, 0.35]
}